[1]
Below is the molecule C21H23NO5S, with properties calculated with the ωB97M-V functional and the def2-TZVPD basis.

Structure (XYZ):
```
51
Properties=species:S:1:pos:R:3:forces:R:3
C 1.681 -1.046 3.664 -0.202 0.185 0.190
N 2.163 -0.604 2.372 0.332 -0.102 -0.038
C 1.939 0.641 1.888 0.181 0.114 0.217
O 2.312 0.994 0.785 -0.053 0.232 -0.199
C 1.195 1.645 2.781 -0.001 -0.276 -0.023
O 0.275 2.359 1.966 0.019 0.259 -0.014
C -0.521 1.578 1.221 -0.075 -0.305 0.092
O -0.499 0.369 1.313 -0.163 0.207 0.078
C -1.399 2.359 0.328 -0.201 0.283 -0.177
C -1.782 3.641 0.720 0.060 -0.116 0.008
C -2.624 4.395 -0.071 -0.072 0.055 -0.021
C -3.084 3.872 -1.268 0.010 0.041 0.078
C -2.695 2.607 -1.670 -0.008 -0.020 0.013
C -1.850 1.828 -0.889 0.042 0.097 0.226
C -1.422 0.457 -1.348 0.012 -0.139 -0.076
C -1.617 0.236 -2.821 0.028 -0.135 0.026
C -0.723 0.791 -3.729 -0.041 -0.045 0.007
C -0.897 0.608 -5.089 0.068 0.057 -0.044
C -1.967 -0.135 -5.559 -0.054 -0.029 -0.091
C -2.862 -0.693 -4.662 -0.069 -0.034 -0.104
C -2.687 -0.508 -3.301 0.062 0.042 0.065
C 2.651 -1.574 1.401 -0.016 0.503 -0.540
C 1.491 -2.375 0.763 -0.008 0.389 -0.295
C 1.100 -3.531 1.656 0.666 -0.081 0.223
S 2.679 -4.040 2.420 0.130 -0.215 0.211
O 2.538 -4.123 3.852 -0.135 0.163 0.171
O 3.218 -5.190 1.751 0.044 -0.059 -0.489
C 3.655 -2.553 1.971 -0.558 -0.512 0.125
H 0.588 -1.065 3.691 -0.020 -0.048 0.070
H 2.047 -0.382 4.448 -0.058 -0.088 0.056
H 2.049 -2.046 3.878 -0.025 0.183 0.105
H 1.893 2.393 3.163 -0.063 -0.123 -0.011
H 0.654 1.169 3.599 0.113 0.078 -0.068
H -1.418 4.031 1.658 0.037 0.055 0.045
H -2.921 5.385 0.242 -0.022 0.077 0.035
H -3.746 4.452 -1.894 -0.051 0.048 -0.056
H -3.053 2.214 -2.610 0.001 -0.008 -0.073
H -0.368 0.318 -1.097 -0.093 -0.080 0.009
H -1.988 -0.285 -0.778 0.128 -0.030 -0.023
H 0.112 1.370 -3.362 0.106 0.071 0.042
H -0.195 1.044 -5.784 0.060 0.031 -0.054
H -2.103 -0.279 -6.620 -0.007 -0.015 -0.081
H -3.698 -1.274 -5.022 -0.060 -0.047 -0.030
H -3.389 -0.943 -2.604 -0.056 -0.043 0.088
H 3.111 -0.962 0.617 -0.066 -0.285 0.225
H 0.653 -1.697 0.594 0.042 -0.067 -0.079
H 1.831 -2.756 -0.201 -0.014 -0.002 -0.042
H 0.423 -3.251 2.456 -0.022 0.008 0.129
H 0.708 -4.382 1.110 0.015 -0.146 0.044
H 4.370 -2.877 1.221 0.024 -0.062 -0.066
H 4.171 -2.188 2.852 0.033 -0.067 0.116
```
Positions in Å, forces in eV/Å.

Output
- Kohn-Sham gap: 0.354 hartree
- Electronic energy: -1643.18932 hartree
- SMILES: CN(C(=O)COC(=O)c1ccccc1Cc1ccccc1)[C@@H]1CCS(=O)(=O)C1
- LUMO energy: 0.450 eV
- Largest force on an atom: 0.768 eV Å⁻¹
- Relative energy (zero: lowest compared OMol25 entry of this formula, charge and spin): 20.8 kJ/mol
- Net charge: 0

Atomic partial charges in e from the natural (NBO) method, atoms 1 to 8: -0.444 -0.442 0.686 -0.635 -0.166 -0.483 0.790 -0.623

***

[2]
Below is a structure of composition C21H24BrN6S4Ti, with properties calculated with the ωB97M-V functional and the def2-TZVPD basis.

Structure (XYZ):
```
57
Properties=species:S:1:pos:R:3:forces:R:3
Ti 0.067 -0.164 -0.192 -0.622 0.080 -0.028
C -1.986 2.146 1.792 -0.211 -0.044 -0.032
C -2.993 1.688 0.740 0.147 0.153 0.210
S -2.672 0.077 -0.004 0.030 -0.156 -0.166
C -3.309 -1.109 1.191 -0.030 -0.093 0.130
C -2.441 -1.350 2.420 -0.197 0.071 0.027
S -0.767 -1.813 1.917 -0.035 -0.050 -0.225
C 0.194 -1.328 3.365 0.048 0.066 0.087
C 1.664 -1.251 2.988 0.011 -0.047 0.110
S 2.070 -0.162 1.606 0.071 -0.003 -0.048
C 2.057 1.497 2.339 -0.176 0.220 0.147
C 0.685 2.124 2.622 0.338 -0.207 0.071
S -0.310 2.053 1.122 0.212 0.238 0.035
H -2.036 1.534 2.693 0.032 0.011 0.005
H -2.197 3.183 2.053 0.006 0.008 -0.039
H -2.994 2.409 -0.077 -0.088 -0.106 -0.013
H -4.000 1.684 1.158 -0.011 -0.010 0.007
H -3.416 -2.041 0.631 -0.012 0.038 -0.048
H -4.311 -0.801 1.491 -0.003 -0.020 0.028
H -2.868 -2.166 3.003 0.018 -0.005 0.027
H -2.416 -0.466 3.056 0.123 -0.001 -0.018
H 0.068 -2.067 4.157 -0.041 -0.023 -0.024
H -0.171 -0.371 3.736 -0.021 -0.035 -0.045
H 2.019 -2.233 2.669 0.015 0.003 0.013
H 2.264 -0.958 3.850 0.009 0.017 -0.010
H 2.601 2.111 1.618 0.005 -0.016 0.000
H 2.663 1.481 3.246 -0.010 -0.043 0.007
H 0.821 3.165 2.913 0.016 -0.005 0.008
H 0.179 1.611 3.440 -0.036 0.008 -0.057
N -2.474 4.791 -0.477 -0.001 -0.022 -0.068
C -1.938 4.181 -1.303 -0.067 0.089 0.386
N -1.324 3.476 -2.230 0.095 0.400 -0.691
C -0.919 2.309 -1.984 -0.024 -0.401 0.400
N -0.545 1.218 -1.752 -0.017 -0.095 -0.196
Br 1.312 -3.539 -0.289 0.173 -0.042 0.144
C -0.138 -3.229 -1.459 0.077 -0.602 -0.186
C -0.609 -4.310 -2.192 0.049 -0.002 0.098
C -1.603 -4.073 -3.121 0.031 -0.103 -0.002
C -2.059 -2.777 -3.294 -0.052 0.178 -0.003
C -1.525 -1.774 -2.514 -0.075 0.073 -0.019
N -0.582 -1.997 -1.578 0.216 0.588 0.028
H -0.189 -5.292 -2.035 -0.023 -0.008 -0.009
H -2.000 -4.887 -3.714 0.003 0.000 0.004
H -2.814 -2.531 -4.027 0.001 -0.030 -0.008
H -1.836 -0.745 -2.631 0.020 0.017 0.048
N 4.554 4.160 -1.715 0.007 -0.020 0.048
C 4.155 3.095 -1.869 0.012 0.047 -0.100
C 3.644 1.766 -2.060 0.043 -0.025 0.010
C 4.240 0.867 -2.941 -0.017 0.038 0.030
C 3.687 -0.393 -3.051 -0.043 -0.013 0.032
C 2.583 -0.712 -2.275 -0.055 -0.112 -0.022
N 2.008 0.142 -1.427 0.097 0.037 -0.021
C 2.531 1.366 -1.338 -0.025 -0.039 -0.051
H 5.105 1.160 -3.519 0.000 0.001 0.001
H 4.098 -1.132 -3.724 0.015 0.013 -0.006
H 2.137 -1.695 -2.337 0.019 0.008 -0.010
H 2.037 2.075 -0.684 -0.046 -0.022 0.003
```
Positions in Å, forces in eV/Å.

Output
- Kohn-Sham gap (spin up / spin down): 0.268 / 0.303 hartree
- Electronic energy: -6159.25357 hartree
- LUMO energy (spin up / spin down): -2.709 / -2.787 eV
- Largest force on an atom: 0.804 eV Å⁻¹
- Relative energy (zero: lowest compared OMol25 entry of this formula, charge and spin): 0.0 kJ/mol
- ⟨S²⟩: 2.005
- 2S+1: 3
- Net charge: +1

Atomic partial charges in e from the natural (NBO) method, atoms 1 to 8: 0.830 -0.520 -0.551 0.299 -0.550 -0.526 0.260 -0.522

***

[3]
Below is a structure of composition C21H24CdF5N3O2S5Se, with properties calculated with the ωB97M-V functional and the def2-TZVPD basis.

Structure (XYZ):
```
62
Properties=species:S:1:pos:R:3:forces:R:3
Cd -1.065 -0.763 -1.689 0.203 -0.159 -0.250
C 3.589 -2.001 -1.230 -0.004 -0.023 -0.056
C 3.400 -3.275 -0.373 0.065 0.091 -0.125
S 1.643 -3.599 -0.018 0.039 -0.052 0.030
C 1.804 -4.525 1.528 -0.063 -0.055 0.031
C 0.394 -4.862 2.045 0.058 -0.045 0.012
S -0.924 -3.640 1.796 -0.005 0.010 0.036
C -0.635 -2.488 3.155 0.043 0.054 0.031
C 0.626 -1.629 3.071 -0.003 -0.068 0.008
S 0.572 -0.435 1.711 -0.036 -0.010 0.042
C 2.343 -0.302 1.374 0.069 0.043 -0.035
C 2.558 0.275 -0.020 0.034 -0.043 0.092
S 2.110 -0.932 -1.296 0.189 -0.371 0.431
H 3.768 -2.241 -2.279 -0.101 -0.028 -0.015
H 4.440 -1.417 -0.881 0.000 0.016 -0.047
H 3.939 -3.164 0.570 -0.082 0.022 0.050
H 3.841 -4.121 -0.902 0.007 -0.013 0.034
H 2.370 -3.954 2.270 0.000 0.058 -0.052
H 2.341 -5.465 1.371 0.021 0.020 -0.034
H 0.445 -5.132 3.104 -0.009 0.005 -0.001
H 0.031 -5.739 1.508 -0.026 0.027 -0.022
H -0.621 -3.038 4.102 -0.008 -0.026 -0.018
H -1.523 -1.852 3.163 -0.001 0.004 -0.038
H 1.499 -2.267 2.925 -0.015 0.042 -0.011
H 0.757 -1.108 4.024 -0.004 0.032 -0.017
H 2.792 -1.296 1.464 -0.024 0.000 -0.011
H 2.828 0.352 2.101 -0.009 0.006 0.010
H 3.591 0.585 -0.169 0.001 -0.033 -0.022
H 1.905 1.127 -0.218 -0.036 -0.034 -0.039
C -1.809 3.805 0.090 -0.012 0.007 -0.004
C -1.056 4.217 -1.188 -0.003 0.022 0.023
C -0.211 2.976 -1.541 0.060 -0.040 -0.053
O -0.583 1.960 -0.605 -0.148 -0.015 0.072
C -0.983 2.622 0.579 0.091 0.022 0.014
H -2.820 3.470 -0.145 0.013 0.008 0.017
H -1.883 4.606 0.827 0.030 0.010 0.001
H -0.407 5.075 -1.000 -0.007 0.008 -0.005
H -1.739 4.490 -1.992 -0.013 -0.021 0.002
H 0.862 3.170 -1.454 -0.015 0.037 -0.008
H -0.386 2.575 -2.536 0.000 0.037 0.015
H -0.092 2.978 1.123 -0.023 -0.010 0.024
H -1.514 1.904 1.201 -0.025 0.017 -0.008
F -6.766 3.614 -0.429 -0.016 0.002 -0.002
C -5.834 2.660 -0.253 0.003 -0.001 0.010
C -5.681 2.043 0.975 0.008 0.019 -0.028
F -6.475 2.405 2.001 -0.019 0.008 0.002
C -4.719 1.068 1.147 0.007 0.037 -0.041
F -4.622 0.520 2.369 0.001 -0.006 0.033
C -3.856 0.653 0.126 0.126 -0.035 0.028
S -2.642 -0.552 0.416 -0.095 0.061 0.018
C -4.049 1.300 -1.101 -0.029 0.005 -0.003
F -3.278 1.001 -2.154 -0.011 0.007 0.023
C -5.009 2.277 -1.293 0.020 -0.030 -0.002
F -5.139 2.875 -2.488 -0.007 0.005 -0.002
Se -0.981 -2.833 -2.981 0.041 0.022 0.032
O 1.026 0.637 -2.391 -0.230 0.263 -0.154
N 2.176 -0.124 -2.749 -0.019 0.070 -0.045
C 3.341 0.624 -3.085 -0.098 -0.144 0.137
C 4.044 0.281 -4.247 0.059 0.050 -0.173
N 4.666 0.026 -5.195 0.012 -0.063 0.054
C 3.672 1.804 -2.405 -0.035 0.223 -0.008
N 3.931 2.780 -1.828 0.032 -0.045 0.019
```
Positions in Å, forces in eV/Å.

Output
- Kohn-Sham gap: 0.154 hartree
- Electronic energy: -6188.67640 hartree
- LUMO energy: 3.673 eV
- Largest force on an atom: 0.599 eV Å⁻¹
- Relative energy (zero: lowest compared OMol25 entry of this formula, charge and spin): 256.9 kJ/mol
- Net charge: -2

Atomic partial charges in e from the natural (NBO) method, atoms 1 to 8: 1.341 -0.623 -0.543 0.279 -0.554 -0.557 0.280 -0.557